# 1
{"formula": "C26H62Br10N4O11", "method": "ωB97M-V/def2-TZVPD", "elements": ["C", "N", "O", "O", "H", "H", "H", "C", "N", "O", "O", "H", "H", "H", "C", "N", "O", "O", "H", "H", "H", "C", "N", "O", "O", "H", "H", "H", "Br", "C", "C", "Br", "H", "H", "H", "H", "Br", "C", "C", "Br", "H", "H", "H", "H", "Br", "C", "C", "Br", "H", "H", "H", "H", "Br", "C", "C", "Br", "H", "H", "H", "H", "Br", "C", "C", "Br", "H", "H", "H", "H", "C", "C", "O", "C", "C", "H", "H", "H", "H", "H", "H", "H", "H", "H", "H", "C", "C", "O", "C", "C", "H", "H", "H", "H", "H", "H", "H", "H", "H", "H", "C", "C", "O", "C", "C", "H", "H", "H", "H", "H", "H", "H", "H", "H", "H"], "coordinates": [[-1.950, 0.670, -6.042], [-1.842, 2.146, -6.008], [-2.505, 2.705, -5.153], [-1.062, 2.694, -6.756], [-2.996, 0.438, -6.206], [-1.620, 0.348, -5.054], [-1.214, 0.247, -6.717], [3.392, -2.617, -1.574], [4.486, -3.591, -1.731], [5.545, -3.181, -2.181], [4.274, -4.757, -1.479], [3.809, -1.619, -1.472], [2.996, -2.819, -0.577], [2.606, -2.684, -2.316], [1.149, 4.494, -4.660], [1.419, 3.288, -3.788], [1.825, 3.460, -2.671], [1.112, 2.229, -4.268], [1.891, 5.255, -4.443], [0.131, 4.738, -4.370], [1.201, 4.231, -5.711], [-3.773, -1.130, -2.944], [-3.927, -1.911, -4.201], [-5.035, -2.052, -4.664], [-2.907, -2.297, -4.736], [-4.770, -0.916, -2.573], [-3.303, -0.169, -3.145], [-3.158, -1.750, -2.295], [0.421, -4.558, -3.383], [1.174, -3.864, -5.051], [0.516, -2.529, -5.257], [1.466, -1.418, -6.618], [1.043, -4.595, -5.842], [2.240, -3.782, -4.854], [0.602, -1.951, -4.343], [-0.509, -2.645, -5.593], [-0.301, 5.370, 4.016], [1.053, 3.987, 3.771], [0.819, 3.229, 2.476], [-0.964, 2.479, 2.336], [0.937, 3.293, 4.601], [1.976, 4.548, 3.869], [1.456, 2.379, 2.219], [1.077, 3.842, 1.608], [-1.817, -3.254, -0.673], [-2.332, -4.904, 0.185], [-2.185, -4.820, 1.707], [-2.588, -6.641, 2.359], [-1.688, -5.706, -0.168], [-3.357, -5.115, -0.100], [-2.945, -4.134, 2.067], [-1.172, -4.578, 2.003], [-7.494, -1.931, 1.820], [-6.044, -1.175, 0.768], [-4.723, -1.259, 1.508], [-3.377, -0.214, 0.536], [-6.305, -0.147, 0.531], [-5.996, -1.684, -0.194], [-4.378, -2.271, 1.686], [-4.900, -0.761, 2.460], [4.006, -2.369, 3.023], [4.992, -3.648, 4.121], [4.299, -3.760, 5.458], [5.460, -4.811, 6.679], [6.003, -3.288, 4.334], [5.232, -4.552, 3.567], [3.386, -4.343, 5.376], [4.162, -2.818, 5.969], [0.570, -1.643, 1.478], [0.510, -0.565, 0.429], [1.223, -0.998, -0.717], [1.346, -0.013, -1.726], [0.040, 0.172, -2.539], [1.593, -1.933, 1.719], [0.148, -1.315, 2.434], [-0.008, -2.526, 1.192], [-0.487, -0.296, 0.064], [0.918, 0.349, 0.889], [1.521, 0.980, -1.303], [2.126, -0.383, -2.386], [-0.665, 0.707, -1.899], [-0.365, -0.797, -2.844], [0.193, 0.776, -3.433], [-0.386, 4.059, -1.019], [-0.667, 5.510, -0.743], [0.209, 6.072, 0.222], [1.546, 6.169, -0.252], [2.312, 6.967, 0.821], [0.220, 3.911, -1.913], [0.012, 3.535, -0.150], [-1.314, 3.490, -1.154], [-0.714, 6.079, -1.683], [-1.663, 5.650, -0.311], [2.039, 5.192, -0.337], [1.628, 6.558, -1.271], [2.806, 7.851, 0.415], [3.117, 6.365, 1.246], [1.647, 7.273, 1.624], [1.705, -0.713, 5.161], [0.856, -0.069, 6.265], [-0.486, 0.166, 5.932], [-1.212, -0.969, 5.478], [-2.559, -0.396, 5.041], [1.271, -1.691, 4.938], [1.779, -0.120, 4.251], [2.729, -0.915, 5.474], [1.010, -0.542, 7.242], [1.318, 0.908, 6.453], [-0.771, -1.370, 4.557], [-1.283, -1.769, 6.217], [-3.178, -0.178, 5.918], [-3.196, -1.109, 4.507], [-2.456, 0.521, 4.469]], "mulliken_charge": [-0.178, 0.965, -0.568, -0.554, 0.349, -0.252, 0.235, -0.186, 0.952, -0.569, -0.558, 0.261, 0.162, -0.083, -0.811, 0.914, -0.529, -0.543, 0.300, 0.286, 0.297, 0.002, 0.869, -0.568, -0.478, 0.280, 0.213, -0.412, -0.148, -0.625, 0.077, -0.198, 0.430, 0.395, -0.319, 0.335, -0.158, -0.591, -0.131, 0.023, 0.239, 0.443, 0.510, -0.270, -0.064, -0.811, -0.398, -0.137, 0.497, 0.440, 0.175, 0.347, -0.165, -0.719, -0.123, -0.055, 0.432, 0.310, 0.047, 0.326, -0.138, -0.525, -0.574, -0.166, 0.361, 0.423, 0.391, 0.263, 0.095, 0.653, 0.100, -0.559, -0.512, -0.274, -0.116, -0.240, -0.165, -0.109, 0.203, 0.412, 0.374, -0.114, 0.337, 0.436, -0.806, -0.353, 0.080, -1.283, -0.663, -0.136, 0.560, 0.362, 0.352, 0.063, 0.433, 0.332, 0.273, 0.302, -0.560, -0.697, -0.263, 0.386, -1.156, 0.366, 0.069, 0.339, 0.296, 0.350, -0.269, 0.291, 0.406, 0.279, 0.181], "gap_ha": 0.3598, "smiles": "C[N+](=O)[O-].C[N+](=O)[O-].C[N+](=O)[O-].C[N+](=O)[O-].BrCCBr.BrCCBr.BrCCBr.BrCCBr.BrCCBr.CCOCC.CCOCC.CCOCC", "lumo_energy_ev": -0.050, "charge": 0}

***

# 2
{"formula": "C4H7N2S2", "method": "ωB97M-V/def2-TZVPD", "elements": ["C", "C", "C", "C", "N", "N", "S", "S", "H", "H", "H", "H", "H", "H", "H"], "coordinates": [[-0.345, -0.822, 0.856], [-0.707, -1.084, -2.937], [-0.366, 1.338, 0.464], [0.898, -0.449, 0.887], [-1.183, 0.146, 0.364], [1.046, 0.856, 0.622], [-1.327, 0.092, -2.082], [0.266, -2.459, -2.952], [-0.789, -1.822, 1.030], [-0.402, 1.851, -0.421], [-0.660, 1.842, 1.356], [1.775, -1.073, 1.124], [-2.053, 0.088, 0.776], [1.784, 1.448, 1.043], [0.040, -2.819, -4.199]], "mulliken_charge": [-0.463, 0.263, -0.561, -0.174, -0.175, -0.246, 0.128, -0.011, 0.362, 0.338, 0.410, 0.414, 0.231, 0.271, 0.212], "de_lowest_kj_mol": 378.54, "gap_ha": [0.2069, 0.2321], "lumo_energy_ev": [-5.605, -5.269], "charge": 1}

***

# 3
{"formula": "C4H10O2", "method": "ωB97M-V/def2-TZVPD", "elements": ["C", "O", "C", "H", "H", "H", "H", "H", "H", "O", "C", "C", "H", "H", "H", "H"], "coordinates": [[1.572, -0.801, 2.386], [2.938, -1.034, 2.074], [0.975, -1.844, 3.311], [1.461, 0.184, 2.829], [1.020, -0.758, 1.439], [3.204, -1.910, 2.387], [1.649, -2.675, 3.546], [0.780, -1.473, 4.325], [0.050, -2.301, 2.956], [-2.739, 1.213, -1.853], [-1.897, 0.939, -2.669], [-1.384, 1.879, -3.718], [-1.588, -0.118, -2.753], [-1.802, 1.552, -4.669], [-0.295, 1.855, -3.808], [-1.673, 2.893, -3.459]], "mulliken_charge": [0.002, -0.534, -0.988, 0.233, 0.162, 0.298, 0.297, 0.259, 0.271, -0.458, 0.150, -0.834, 0.322, 0.248, 0.295, 0.277], "de_lowest_kj_mol": 144.16, "gap_ha": 0.3966, "smiles": "CC=O.CCO", "lumo_energy_ev": 0.856, "charge": 0}

***

# 4
{"formula": "C4H11N2O", "method": "ωB97M-V/def2-TZVPD", "elements": ["C", "O", "C", "C", "C", "N", "N", "H", "H", "H", "H", "H", "H", "H", "H", "H", "H", "H"], "coordinates": [[-1.928, 0.107, -0.449], [-2.841, -0.331, 0.418], [-0.483, 0.039, 0.103], [0.576, 0.415, -0.929], [1.998, 0.137, -0.489], [2.408, 0.943, 0.677], [-0.219, -1.275, 0.676], [-2.038, 1.154, -0.851], [-1.897, -0.496, -1.384], [-0.409, 0.778, 0.911], [0.369, -0.187, -1.829], [0.447, 1.466, -1.189], [2.197, -0.917, -0.289], [2.703, 0.315, -1.324], [2.569, 0.359, 1.483], [3.253, 1.457, 0.482], [-1.135, -1.607, 0.980], [0.081, -1.908, -0.067]], "mulliken_charge": [-0.673, -0.878, 0.250, -0.885, -0.407, -0.583, -0.696, 0.199, 0.167, 0.189, 0.326, 0.343, 0.262, 0.405, 0.218, 0.189, 0.346, 0.228], "de_lowest_kj_mol": 81.07, "gap_ha": 0.2214, "smiles": "NCC[C@H](N)C[O-]", "lumo_energy_ev": 3.730, "charge": -1}

***

no.,E (a.u.),strongest force on any atom (eV Å⁻¹)
1,-27814.17403,2.04
2,-1062.12431,5.05
3,-308.84325,1.22
4,-343.74030,1.05